Entry from the OMol25 dataset: C51H70GeN4OP3RuS as an isolated structure in a non-equilibrium geometry (ωB97M-V/def2-TZVPD).

Geometry (Å):
1 Ru 0.0319 -0.4165 0.0458
2 C 1.2551 0.3222 4.8664
3 C 1.2191 -0.3394 3.4906
4 C 1.5047 -1.8391 3.5671
5 P -0.3337 -0.0808 2.4596
6 C -0.7847 1.6948 2.8467
7 N -0.5292 2.6457 1.8095
8 Ge 0.0124 2.0150 -0.2042
9 N -1.3433 2.3762 -1.5994
10 C -1.8087 1.2378 -2.3254
11 P -2.1440 -0.1618 -1.1233
12 C -2.4202 -1.6951 -2.1463
13 C -2.9021 -1.4863 -3.5783
14 C -3.3448 -2.6147 -1.3462
15 C -3.8099 0.3139 -0.4041
16 C -3.6859 1.5421 0.4920
17 C -4.9030 0.5433 -1.4430
18 C -1.8983 3.6026 -1.6716
19 C -2.9991 3.9770 -2.4722
20 C -3.5560 5.2278 -2.3382
21 C -3.0581 6.1340 -1.4029
22 C -1.9418 5.8065 -0.6390
23 C -1.3320 4.5802 -0.8089
24 N -0.0299 4.2497 -0.2616
25 C 0.1472 4.7777 1.0650
26 C 0.6779 6.0134 1.3679
27 C 0.6371 6.4988 2.6756
28 C 0.0340 5.7502 3.6864
29 C -0.4123 4.4783 3.4257
30 C -0.2959 3.9242 2.1231
31 C 0.9328 4.7021 -1.2498
32 C 1.0253 6.0120 -1.6800
33 C 2.0419 6.3980 -2.5481
34 C 2.9315 5.4486 -3.0479
35 C 2.7842 4.1210 -2.7186
36 C 1.7751 3.7085 -1.8175
37 N 1.5097 2.4330 -1.4775
38 C 2.1921 1.3232 -2.0571
39 P 2.2632 -0.1011 -0.8764
40 C 3.0075 -1.3966 -2.0038
41 C 4.1987 -0.9292 -2.8341
42 C 3.3491 -2.6636 -1.2308
43 C 3.4468 0.5995 0.4094
44 C 4.5289 1.5555 -0.0850
45 C 4.0655 -0.5415 1.2159
46 C -1.8295 -0.9481 3.1853
47 C -2.0039 -0.8152 4.6928
48 C -1.8686 -2.4096 2.7451
49 H 2.1174 -0.0594 5.4110
50 H 0.3769 0.1034 5.4624
51 H 1.3844 1.4005 4.8032
52 H 1.9986 0.1285 2.8741
53 H 0.8878 -2.3099 4.3270
54 H 2.5441 -2.0109 3.8390
55 H 1.3197 -2.3185 2.6007
56 H -0.2190 1.9572 3.7459
57 H -1.8538 1.6990 3.1052
58 H -1.0236 0.8899 -3.0107
59 H -2.7039 1.4519 -2.9111
60 H -1.4173 -2.1512 -2.1963
61 H -3.8622 -0.9833 -3.6227
62 H -3.0240 -2.4634 -4.0436
63 H -2.1841 -0.9319 -4.1783
64 H -4.3661 -2.2461 -1.3181
65 H -2.9829 -2.7317 -0.3222
66 H -3.3799 -3.5979 -1.8060
67 H -4.0814 -0.5434 0.2224
68 H -3.6692 2.4570 -0.0964
69 H -2.7775 1.4942 1.0950
70 H -4.5454 1.6043 1.1571
71 H -4.6569 1.3544 -2.1212
72 H -5.8130 0.8366 -0.9222
73 H -5.1385 -0.3423 -2.0231
74 H -3.4141 3.2991 -3.2008
75 H -4.3991 5.5078 -2.9499
76 H -3.5104 7.1071 -1.2926
77 H -1.5543 6.5254 0.0667
78 H 1.1201 6.6379 0.6076
79 H 1.0371 7.4777 2.8900
80 H -0.0757 6.1724 4.6734
81 H -0.8755 3.9048 4.2126
82 H 0.3080 6.7533 -1.3636
83 H 2.1359 7.4366 -2.8226
84 H 3.7206 5.7567 -3.7159
85 H 3.4522 3.3998 -3.1618
86 H 3.2228 1.5723 -2.3243
87 H 1.6752 0.9791 -2.9663
88 H 2.1726 -1.6188 -2.6877
89 H 5.0072 -0.5532 -2.2139
90 H 3.9255 -0.1808 -3.5721
91 H 4.5867 -1.7901 -3.3764
92 H 4.2990 -2.5758 -0.7116
93 H 3.4264 -3.4989 -1.9221
94 H 2.5737 -2.8977 -0.5028
95 H 2.7673 1.1830 1.0604
96 H 5.2136 1.0807 -0.7808
97 H 5.1193 1.8680 0.7758
98 H 4.1200 2.4573 -0.5337
99 H 4.9440 -0.9273 0.7057
100 H 3.3540 -1.3543 1.3631
101 H 4.3945 -0.1899 2.1914
102 H -2.6653 -0.4287 2.6940
103 H -1.2405 -1.3553 5.2458
104 H -2.9654 -1.2517 4.9598
105 H -2.0185 0.2221 5.0175
106 H -1.0838 -2.9934 3.2207
107 H -1.7606 -2.4754 1.6578
108 H -2.8243 -2.8477 3.0278
109 O 0.1640 -2.6717 -0.2053
110 S 0.0805 -4.0122 0.5491
111 C 1.4954 -5.0772 0.0775
112 C 1.7332 -5.5244 -1.2148
113 C 2.7840 -6.3967 -1.4475
114 C 3.5615 -6.8451 -0.3900
115 C 3.3095 -6.3983 0.8989
116 C 2.2657 -5.5186 1.1440
117 C -1.0965 -5.0503 -0.3432
118 C -1.7824 -5.9667 0.4469
119 C -2.6647 -6.8485 -0.1542
120 C -2.8420 -6.8203 -1.5304
121 C -2.1664 -5.8860 -2.3072
122 C -1.2837 -4.9960 -1.7160
123 H 1.1202 -5.2133 -2.0444
124 H 2.9710 -6.7472 -2.4493
125 H 4.3407 -7.5716 -0.5682
126 H 3.9202 -6.7403 1.7176
127 H 2.0565 -5.1910 2.1509
128 H -1.6276 -5.9842 1.5156
129 H -3.2100 -7.5549 0.4518
130 H -3.4850 -7.5416 -2.0096
131 H -2.3300 -5.8520 -3.3717
132 H -0.7679 -4.2597 -2.3166

Force components x, y, z for each atom (eV/Å):
0.0 -0.3 0.4
0.1 0.0 -0.1
-0.3 0.0 -0.3
0.0 0.1 -0.2
0.1 0.3 0.0
-0.2 -0.6 0.5
0.4 1.0 -0.9
-0.3 -1.6 0.5
-0.3 1.3 0.2
-0.5 -0.6 -0.4
0.1 -0.3 -0.3
0.2 0.2 0.0
0.0 0.0 0.1
0.1 0.1 0.1
0.4 -0.1 0.0
0.1 -0.1 0.1
-0.1 -0.2 0.1
0.4 -0.7 0.1
-0.4 0.3 -0.3
-0.1 -0.3 -0.2
-0.1 0.0 0.0
0.4 -0.5 0.3
-0.8 0.7 0.1
0.0 0.0 -0.3
0.4 0.7 0.7
-0.1 -0.4 -0.5
-0.1 -0.1 0.1
-0.1 -0.2 0.1
0.0 0.2 0.3
-0.2 -0.4 -0.2
0.6 0.7 -0.3
-0.4 -0.6 0.4
0.1 -0.1 -0.1
0.1 -0.3 0.0
0.4 0.3 -0.4
-0.2 -0.7 0.4
0.1 1.4 0.1
0.5 -0.6 -0.2
0.0 0.3 -0.1
-0.2 0.2 0.3
-0.1 0.0 0.0
-0.2 0.0 0.2
-0.2 -0.1 -0.1
-0.1 -0.1 0.1
-0.2 0.0 0.1
0.4 0.0 -0.2
-0.1 0.0 -0.1
-0.1 0.2 -0.1
0.1 0.0 0.0
-0.1 0.0 0.1
0.0 0.1 0.0
-0.1 -0.1 0.0
-0.1 -0.1 0.0
0.1 0.0 0.0
0.0 -0.1 0.1
-0.2 0.0 -0.1
0.1 0.1 0.0
-0.1 0.0 0.1
0.2 0.0 0.0
-0.3 0.1 0.2
-0.1 0.1 -0.1
0.0 0.0 -0.1
0.0 0.1 -0.1
-0.1 0.1 0.0
-0.1 -0.1 0.0
0.0 0.0 0.0
0.1 0.0 -0.1
0.0 0.1 0.0
0.0 0.1 0.1
0.0 0.0 0.1
0.0 0.1 -0.1
-0.1 0.0 0.0
0.0 0.0 -0.1
0.0 -0.1 0.0
-0.1 0.0 -0.1
-0.1 0.1 0.0
0.1 0.1 0.0
0.0 0.0 0.0
0.1 0.1 0.0
0.0 0.0 0.1
0.0 -0.1 0.1
0.0 0.0 0.1
0.0 0.1 -0.1
0.1 0.0 -0.1
0.0 -0.1 0.0
-0.2 0.0 -0.1
0.0 0.1 0.1
0.0 0.1 0.2
0.1 0.0 0.1
0.1 0.1 -0.1
0.0 0.0 -0.1
0.1 0.0 0.0
0.0 0.0 0.0
0.1 -0.1 -0.1
0.1 -0.3 -0.2
0.1 0.0 -0.1
0.1 0.0 0.0
0.0 0.1 -0.1
0.0 -0.1 -0.1
0.1 -0.1 0.1
0.0 0.1 0.1
0.1 0.0 0.0
0.1 0.0 0.0
0.0 0.0 0.1
0.0 0.1 0.1
0.0 0.0 0.0
-0.1 -0.1 0.1
-0.1 0.0 0.0
0.0 0.7 -0.2
0.4 -1.4 -1.0
-0.4 0.5 0.6
0.1 0.0 -0.2
-0.3 0.1 0.1
0.0 0.0 0.2
0.1 -0.1 -0.1
0.1 0.2 -0.2
-0.3 0.3 0.5
0.0 0.3 -0.1
0.0 -0.1 -0.1
0.1 0.0 0.0
0.1 0.0 0.2
0.0 0.1 0.0
0.0 0.0 0.0
0.0 -0.1 -0.1
0.1 0.0 0.0
0.1 -0.1 0.1
0.0 0.1 0.1
0.0 0.0 0.1
0.0 -0.1 0.0
-0.2 0.0 0.0
0.0 0.0 -0.2
0.0 0.0 0.0

Output
Total energy, eV: -159794.6163
2S+1: 6
E_HOMO (alpha / beta), eV: -16.908 / -16.914
Charge: +4


Entry from the OMol25 dataset: a 2-piece molecular cluster, C4H8N2S overall in a non-equilibrium geometry (ωB97M-V/def2-TZVPD).

Geometry (Å):
1 C 1.4592 2.8329 -1.1236
2 C -0.5585 -0.3605 0.0491
3 C 0.1113 -0.6407 -1.2322
4 C -0.4617 -1.4145 1.1391
5 N 1.3235 2.0878 -0.0873
6 N 1.2216 1.2948 0.7402
7 S -1.6546 0.8342 0.2865
8 H 0.6433 3.4304 -1.5580
9 H 2.5410 3.0937 -1.4653
10 H 0.1779 0.3265 -1.8487
11 H -0.4067 -1.4734 -1.7282
12 H 1.1161 -0.9641 -0.9426
13 H 0.3657 -1.1426 1.7485
14 H -0.2459 -2.4075 0.6743
15 H -1.3988 -1.4015 1.7172

Force components x, y, z for each atom (eV/Å):
1.9 1.5 -1.3
-2.5 -0.4 0.8
0.9 1.6 -0.4
-0.5 -0.4 -1.4
0.0 -1.8 1.1
0.6 2.0 -1.2
0.3 -0.1 -0.4
0.2 -0.7 0.6
-2.1 -0.7 0.9
-0.2 -1.7 0.6
0.2 0.4 -0.1
0.1 -0.2 -0.5
0.8 0.1 0.8
-0.2 0.6 0.5
0.6 -0.2 -0.2

Output
Total energy, eV: -18090.0966
E_HOMO, eV: -8.321
Charge: 0


Entry from the OMol25 dataset: an isolated ion of composition C4H9N2 and charge +1 in a non-equilibrium geometry (ωB97M-V/def2-TZVPD).

Geometry (Å):
1 C -0.6683 -1.3650 -0.8999
2 C 0.1532 -0.4933 0.2152
3 C 0.1872 1.9174 0.0272
4 C -0.3423 0.8119 0.8658
5 N 1.2973 -0.9844 0.5889
6 N -0.9791 -1.4451 -2.1492
7 H -1.0147 -2.0708 -0.1519
8 H -0.5994 2.0157 -0.6992
9 H 1.1900 1.7136 -0.3303
10 H 0.2800 2.8668 0.6067
11 H -1.4022 0.6705 0.9102
12 H -0.1294 0.8736 1.8444
13 H 1.6908 -0.5497 1.4254
14 H -1.5495 -2.3236 -2.3152
15 H 1.8865 -1.6375 0.0618

Force components x, y, z for each atom (eV/Å):
-0.2 0.0 0.3
0.3 0.1 -2.5
-0.3 1.6 0.3
-0.9 -3.2 -2.2
-0.4 0.7 0.2
1.0 0.2 2.5
-0.6 -0.8 0.0
0.5 0.7 -1.1
-0.1 0.0 -0.5
-0.3 -0.8 -0.3
-1.0 0.6 -0.5
1.6 -0.1 3.6
0.3 -0.3 -0.3
0.7 1.3 0.4
-0.6 0.0 0.3

Output
Total energy, eV: -7265.0305
SMILES: [H]/N=C/C(=[NH2+])CC
E_HOMO, eV: -15.045
Charge: +1


- Which of these has the highest charge?
  C51H70GeN4OP3RuS


- Which value of charge does entry 1 give?
  +4


- Number 2 is which compound?
  C4H8N2S